# 1
C29H24BCuF4NO2Te as an isolated structure, computed with wB97M-V/def2-TZVPD.

Geometry as XYZ:
```
63
Properties=species:S:1:pos:R:3:forces:R:3
Cu -1.334 2.606 0.964 0.14 -0.01 0.10
C 0.622 -2.550 -3.515 -0.01 0.00 0.00
C -0.065 -1.579 -2.589 0.03 0.01 -0.01
C -1.423 -1.674 -2.298 -0.04 0.01 0.00
C -2.060 -0.766 -1.476 0.05 -0.02 0.01
C -3.536 -0.886 -1.304 -0.03 -0.03 -0.04
O -4.302 0.018 -1.552 0.00 0.01 0.01
C -4.093 -2.220 -0.859 0.00 0.02 0.01
C -5.449 -2.467 -1.055 0.00 0.00 -0.01
C -6.012 -3.662 -0.640 0.00 -0.01 0.00
C -5.226 -4.619 -0.009 0.00 0.01 0.00
C -3.877 -4.376 0.201 0.01 0.01 -0.01
C -3.312 -3.182 -0.228 0.01 0.00 0.02
C -1.359 0.304 -0.822 0.00 -0.08 0.00
O -1.998 1.014 0.020 -0.09 0.01 -0.01
C 0.047 0.405 -1.135 0.04 0.03 -0.03
C 0.623 -0.537 -1.998 0.01 -0.03 -0.02
C 0.943 1.446 -0.599 -0.01 -0.02 -0.01
N 0.534 2.442 0.092 -0.02 0.10 -0.05
C 1.459 3.435 0.625 0.14 -0.04 0.00
C 1.883 3.110 2.052 -0.03 0.00 0.00
Te 0.290 2.398 3.323 -0.01 0.03 0.00
C 0.817 0.371 3.030 0.05 0.00 0.01
C 1.971 -0.154 3.610 0.00 -0.02 -0.03
C 2.352 -1.465 3.352 -0.01 0.01 -0.01
C 1.577 -2.262 2.519 0.00 0.01 0.00
C 0.421 -1.747 1.952 0.00 0.00 -0.02
C 0.037 -0.435 2.207 0.02 -0.02 0.01
C 2.416 1.279 -0.860 0.01 -0.09 0.04
C 3.053 1.939 -1.903 0.01 -0.01 -0.03
C 4.419 1.784 -2.098 -0.02 0.01 0.00
C 5.156 0.970 -1.250 0.00 -0.01 0.01
C 4.521 0.306 -0.208 0.02 0.00 -0.01
C 3.156 0.457 -0.015 0.00 0.03 -0.04
H -0.046 -3.371 -3.780 0.00 0.00 0.00
H 1.513 -2.983 -3.056 0.00 0.01 0.00
H 0.936 -2.071 -4.446 -0.01 0.00 0.00
H -2.007 -2.476 -2.741 -0.01 0.00 0.00
H -6.042 -1.699 -1.533 0.00 0.00 0.00
H -7.067 -3.848 -0.802 0.00 0.00 0.00
H -5.667 -5.551 0.322 0.00 0.00 0.00
H -3.263 -5.114 0.702 0.00 0.00 0.00
H -2.259 -2.990 -0.066 0.00 0.01 0.00
H 1.681 -0.451 -2.218 -0.01 0.00 0.00
H 0.946 4.391 0.607 -0.04 0.05 -0.01
H 2.364 3.529 0.015 -0.02 0.00 0.05
H 2.304 3.994 2.526 -0.03 0.00 0.03
H 2.621 2.307 2.081 0.01 0.00 0.00
H 2.577 0.467 4.258 0.00 0.00 0.01
H 3.255 -1.862 3.801 0.00 0.00 0.00
H 1.877 -3.282 2.310 0.00 0.00 0.00
H -0.182 -2.356 1.288 0.01 0.00 0.00
H -0.853 -0.028 1.743 0.00 -0.01 -0.01
H 2.475 2.576 -2.562 0.00 0.00 0.01
H 4.908 2.304 -2.912 0.00 0.00 0.00
H 6.222 0.851 -1.401 0.00 0.00 0.00
H 5.089 -0.334 0.457 0.00 0.00 0.00
H 2.654 -0.069 0.788 -0.02 -0.02 0.04
F -1.761 4.447 1.923 -0.17 0.12 -0.10
B -1.258 5.711 1.404 0.03 -0.05 0.12
F -0.973 5.522 0.051 0.01 0.00 -0.08
F -0.078 5.996 2.113 0.01 -0.03 0.00
F -2.217 6.687 1.597 -0.02 0.03 0.03
```
Positions in Å, forces in eV/Å.

Energy above the lowest of the compared OMol25 structures with the same formula, charge and spin in kcal per mole: 7.4
Total charge: -1
LUMO level in eV: 2.3

# 2
C29H24F6N5O3Ti as an isolated structure in a non-equilibrium geometry, computed with wB97M-V/def2-TZVPD.

Geometry as XYZ:
```
68
Properties=species:S:1:pos:R:3:forces:R:3
Ti 0.117 -0.163 0.043 1.28 0.23 -0.30
C -1.033 -1.324 -3.938 -0.34 -0.21 -0.30
C -0.265 -0.914 -2.872 -0.07 -0.10 0.96
N -0.619 -1.168 -1.584 -0.67 -0.50 -1.16
C -1.798 -1.831 -1.352 0.41 0.25 -0.36
C -2.623 -2.303 -2.401 0.13 0.02 -0.22
C -2.214 -2.022 -3.727 0.19 0.10 0.22
C -3.782 -3.032 -2.072 -0.14 -0.11 0.00
C -4.071 -3.287 -0.748 0.12 0.08 -0.01
C -3.276 -2.801 0.293 -0.09 -0.06 -0.24
C -2.145 -2.021 0.010 0.56 0.20 1.06
N -1.232 -1.438 0.880 -0.86 -0.50 -0.22
C -1.185 -1.602 2.267 -0.05 0.02 -0.19
C -2.201 -2.014 3.141 0.04 0.03 0.14
C -1.958 -2.094 4.511 -0.07 -0.01 -0.09
C -0.730 -1.761 5.054 0.07 0.04 -0.03
C 0.302 -1.289 4.222 0.03 0.01 0.08
C 1.568 -0.837 4.693 -0.17 -0.09 0.09
C 2.464 -0.291 3.778 0.12 0.06 -0.14
C 2.150 -0.245 2.438 -0.22 -0.07 0.14
N 0.985 -0.737 1.938 0.10 -0.22 0.30
C 0.060 -1.220 2.826 0.08 0.04 -0.19
H -0.691 -1.094 -4.939 -0.03 -0.02 0.00
H 0.655 -0.371 -3.005 0.02 0.04 0.02
H -2.826 -2.358 -4.555 0.01 0.01 0.00
H -4.418 -3.404 -2.868 0.01 0.01 0.03
H -4.941 -3.883 -0.497 -0.01 0.01 0.00
H -3.544 -3.060 1.298 -0.01 -0.03 0.03
H -3.192 -2.225 2.786 -0.05 0.01 0.02
H -2.766 -2.414 5.160 0.02 -0.01 0.01
H -0.559 -1.824 6.123 -0.01 0.00 -0.01
H 1.794 -0.884 5.751 -0.01 0.01 -0.03
H 3.422 0.101 4.100 -0.01 0.00 0.02
H 2.823 0.186 1.716 -0.01 0.07 0.02
C -1.415 2.808 -2.395 -0.05 0.20 -0.19
C -0.988 1.754 -1.423 0.59 -0.48 0.43
O 0.264 1.514 -1.283 -0.53 0.30 -0.37
O -1.823 1.089 -0.775 0.05 0.02 -0.02
H -1.248 2.428 -3.405 -0.01 0.01 0.01
H -0.802 3.702 -2.273 -0.02 -0.02 0.00
H -2.470 3.039 -2.268 0.00 0.02 0.00
N -1.017 5.036 3.388 -0.02 0.09 0.05
C -0.781 3.848 2.717 0.01 0.17 0.04
C -1.728 2.831 2.701 -0.12 -0.21 -0.07
C -1.453 1.665 2.012 -0.05 0.05 0.13
N -0.294 1.448 1.393 -0.24 0.68 0.46
C 0.632 2.407 1.448 0.05 0.18 0.00
C 0.430 3.619 2.069 0.10 -0.11 0.07
H -1.984 5.272 3.537 0.00 -0.03 0.00
H -0.460 5.823 3.099 0.01 -0.03 0.00
H -2.685 2.946 3.195 0.02 0.02 0.00
H -2.189 0.877 1.931 -0.01 -0.01 0.01
H 1.565 2.207 0.936 0.00 -0.02 -0.04
H 1.213 4.368 2.057 -0.01 0.00 0.02
C 4.029 -1.413 0.213 0.20 -0.13 -0.03
C 2.999 -1.245 -0.907 -0.31 0.21 0.28
O 1.994 -0.385 -0.567 -0.26 -0.11 -0.29
C 3.718 -0.646 -2.143 0.03 -0.01 0.17
F 4.373 0.475 -1.798 0.07 0.13 0.10
F 4.641 -1.479 -2.665 0.15 -0.21 -0.04
F 2.898 -0.312 -3.138 -0.18 0.01 -0.15
C 2.456 -2.662 -1.243 0.13 0.28 -0.08
F 1.872 -2.732 -2.447 -0.05 -0.06 -0.09
F 3.449 -3.581 -1.252 -0.01 -0.16 0.01
F 1.565 -3.044 -0.332 0.02 -0.12 0.06
H 4.355 -0.427 0.529 0.05 0.03 -0.01
H 4.893 -1.987 -0.115 0.04 -0.02 -0.03
H 3.564 -1.916 1.060 0.01 0.02 -0.07
```
Positions in Å, forces in eV/Å.

Energy above the lowest of the compared OMol25 structures with the same formula, charge and spin in kcal per mole: 6.6
Multiplicity: 3
Total charge: -1
<S²>: 2.105
LUMO level (spin up / spin down) in eV: 2.4 / 2.4

# 3
C29H25BrCuN2P2 as an isolated structure, computed with wB97M-V/def2-TZVPD.

Geometry as XYZ:
```
60
Properties=species:S:1:pos:R:3:forces:R:3
Cu 0.340 0.566 0.195 0.13 0.05 -0.01
N 0.793 1.560 -2.588 -0.02 -0.04 0.23
P -0.554 1.773 -1.529 0.04 -0.28 0.00
C -1.008 3.505 -1.703 -0.05 0.05 0.10
C -0.585 4.299 -2.764 -0.05 0.07 -0.05
C -1.012 5.617 -2.854 0.04 -0.05 -0.03
C -1.865 6.140 -1.895 -0.04 -0.02 0.07
C -2.294 5.347 -0.838 0.01 0.03 -0.04
C -1.863 4.035 -0.737 0.01 0.07 0.00
C -1.883 0.840 -2.321 -0.04 0.09 -0.16
C -2.630 -0.047 -1.558 -0.08 -0.06 0.03
C -3.660 -0.775 -2.142 0.04 0.03 -0.01
C -3.933 -0.618 -3.490 0.00 0.00 -0.02
C -3.185 0.267 -4.261 -0.03 -0.03 0.05
C -2.165 0.996 -3.678 0.00 0.02 0.02
P 1.667 0.218 -1.890 -0.11 0.02 0.06
C 3.283 0.348 -2.686 0.08 -0.03 0.01
C 4.346 -0.320 -2.082 0.05 0.03 -0.01
C 5.599 -0.309 -2.672 0.02 0.03 -0.05
C 5.801 0.381 -3.860 0.02 -0.03 0.04
C 4.749 1.056 -4.460 -0.05 0.01 0.02
C 3.489 1.037 -3.879 0.05 0.00 -0.04
C 0.871 -1.196 -2.694 -0.03 -0.02 -0.15
C 0.392 -2.221 -1.890 -0.01 -0.10 0.04
C -0.271 -3.307 -2.449 0.02 0.04 -0.02
C -0.462 -3.358 -3.819 -0.02 0.00 -0.03
C 0.018 -2.336 -4.635 -0.01 -0.05 0.07
C 0.685 -1.263 -4.076 0.01 0.02 0.01
H 1.367 2.391 -2.694 -0.01 0.01 -0.04
H 0.059 3.898 -3.536 0.01 -0.01 0.00
H -0.682 6.232 -3.681 0.00 0.00 0.00
H -2.197 7.166 -1.969 0.00 0.01 -0.01
H -2.959 5.752 -0.088 0.00 0.02 0.00
H -2.195 3.427 0.096 0.03 -0.05 -0.01
H -2.413 -0.176 -0.503 0.03 0.02 0.00
H -4.244 -1.462 -1.545 0.00 -0.01 0.01
H -4.731 -1.187 -3.948 -0.01 0.00 -0.01
H -3.404 0.384 -5.314 0.01 0.01 -0.02
H -1.580 1.683 -4.278 0.02 0.01 0.00
H 4.201 -0.847 -1.146 -0.04 0.00 0.01
H 6.421 -0.832 -2.202 0.01 0.00 0.01
H 6.781 0.394 -4.316 0.01 0.00 -0.01
H 4.906 1.593 -5.385 0.00 0.01 0.00
H 2.668 1.550 -4.365 0.00 0.00 -0.01
H 0.544 -2.179 -0.815 0.00 0.03 0.00
H -0.639 -4.106 -1.819 -0.01 0.00 0.01
H -0.986 -4.196 -4.260 0.00 -0.01 -0.01
H -0.131 -2.386 -5.705 0.00 0.01 -0.02
H 1.054 -0.466 -4.710 0.00 0.02 0.01
Br 2.312 1.621 5.378 0.04 0.06 0.06
C 1.543 0.371 4.215 -0.04 -0.05 -0.08
C 1.298 -0.930 4.620 0.01 -0.02 0.06
C 0.726 -1.806 3.713 -0.01 0.05 -0.06
C 0.422 -1.351 2.444 -0.05 -0.05 -0.05
N 0.659 -0.094 2.053 0.02 0.14 -0.02
C 1.212 0.755 2.927 -0.02 -0.05 0.02
H 1.546 -1.248 5.623 0.01 0.00 0.00
H 0.518 -2.831 3.981 -0.01 -0.01 0.02
H -0.031 -2.005 1.711 0.01 -0.01 0.00
H 1.394 1.767 2.592 0.00 0.02 -0.01
```
Positions in Å, forces in eV/Å.

Energy above the lowest of the compared OMol25 structures with the same formula, charge and spin in kcal per mole: 1.6
Total charge: +1
LUMO level in eV: -2.5